# 1
ORCA calculation (the ωB97M-V functional and the def2-TZVPD basis) on a structure of composition C15H23KN6O4P.

The geometry in XYZ format:
```
50
Properties=species:S:1:pos:R:3:forces:R:3:nbo_charge:R:1
K -0.955348 -1.797322 -1.043498 -0.4719 -0.2709 0.1776 0.900
P 0.675237 0.632712 -0.606365 0.7517 0.4789 0.1483 2.546
O 2.127628 -0.068123 -0.365991 -0.2434 0.2306 -0.1296 -0.850
O 0.138704 0.290414 -1.949660 0.1160 0.2699 -0.2234 -1.198
O -0.116458 0.281985 0.606995 0.0278 0.1153 0.1311 -1.203
O 1.008115 2.229674 -0.662559 -0.0280 -0.2094 0.1342 -0.844
N -3.253494 -0.481977 -0.148602 0.0079 -0.2065 -0.2063 -0.501
N -3.072587 1.009871 1.406637 -0.0146 0.0802 -0.1782 -0.347
N -3.695110 -0.018625 2.007678 -0.0238 -0.2371 0.0451 -0.278
N -5.426023 -3.887485 2.526117 0.0293 -0.0947 -0.0430 -0.388
N -3.847792 -3.176090 0.347143 0.0922 0.1858 0.0771 -0.350
N -1.190241 -5.396689 -1.988064 -0.0534 0.0354 0.0459 -0.675
C -4.197581 -4.435102 0.567083 0.0329 -0.1490 -0.1777 0.005
C -3.776474 -0.904936 1.033961 0.1524 0.4588 -0.0080 0.260
C -2.790957 0.707631 0.128407 -0.2291 0.3498 0.2520 0.230
C -5.074428 -2.628745 2.304400 -0.0292 0.0874 -0.0641 0.011
C -4.970768 -4.794685 1.660621 -0.0553 0.1760 0.1870 -0.023
C 1.256005 3.075742 0.468836 0.0827 0.2748 0.2042 0.278
C -0.064534 3.397040 1.176717 0.0134 -0.1879 -0.2081 -0.646
C -4.266369 -2.268211 1.225268 -0.1886 -0.4528 0.1326 0.110
C 2.688964 -1.535287 -2.232016 -0.1645 0.1654 0.1647 -0.641
C 4.378305 -0.678888 -0.605873 -0.1864 0.0473 0.0369 -0.613
C -0.909215 -4.270488 -1.878650 0.0353 -0.7581 -0.2073 -0.261
C 1.844308 4.353333 -0.124008 -0.0445 -0.1151 -0.0386 -0.612
C 2.244348 2.461803 1.462510 -0.1348 -0.1287 -0.2065 -0.644
C 3.358534 0.877269 -2.285852 -0.2468 -0.0243 0.2526 -0.644
C 3.109269 -0.333614 -1.382820 0.3463 -0.1339 -0.2338 0.277
H 4.667114 0.156041 0.035519 0.0233 0.0040 -0.0291 0.204
H 0.104383 4.034788 2.046209 0.0249 0.0091 -0.0152 0.199
H -2.773934 1.799823 1.948240 0.0440 0.0551 -0.0137 0.414
H 2.443397 -2.386002 -1.593330 0.0413 -0.0053 -0.0147 0.219
H -5.444428 -1.876826 2.990953 0.0576 0.0122 0.0127 0.203
H 1.163675 4.762542 -0.872172 -0.0028 0.0167 0.0271 0.212
H 1.854077 1.518109 1.840812 0.0267 -0.0267 0.0539 0.244
H -2.268739 1.363720 -0.546984 0.0133 0.0134 0.0230 0.231
H 3.723708 1.726458 -1.704169 0.0218 -0.0108 -0.0094 0.201
H 5.192226 -0.903095 -1.296619 0.0318 -0.0063 0.0213 0.198
H 4.095060 0.619442 -3.047979 0.0225 0.0039 0.0067 0.202
H 2.399608 3.146255 2.298516 0.0058 0.0254 -0.0194 0.199
H 2.426428 1.167228 -2.769031 0.0273 0.0301 -0.0886 0.242
H -5.226235 -5.827180 1.865125 0.0013 -0.0234 -0.1041 0.193
H 4.193559 -1.548243 0.026791 0.0419 -0.0065 -0.0112 0.214
H -0.514832 2.456156 1.492269 -0.0266 0.0034 0.0691 0.236
H 2.796381 4.139069 -0.612328 0.0036 0.0068 0.0252 0.210
H -3.836348 -5.163543 -0.150799 0.0499 -0.0201 0.0264 0.231
H 3.505533 -1.818253 -2.898370 -0.0126 -0.0304 -0.0117 0.199
H 1.811205 -1.283750 -2.825117 0.0085 -0.0236 -0.0326 0.241
H 2.001558 5.093710 0.662240 0.0288 0.0294 -0.0164 0.197
H 3.202125 2.271097 0.976350 -0.0005 -0.0195 0.0120 0.210
H -0.737561 3.911251 0.485464 -0.0057 -0.0240 0.0239 0.202
```
Positions in Å, forces in eV/Å.

Net charge   -1
Calculated total energy   -2156.43462 Ha
Frontier orbital gap   8.160 eV
LUMO   2.462 eV
HOMO energy   -0.2094 hartree

***

# 2
ORCA calculation (the ωB97M-V functional and the def2-TZVPD basis) on a structure of composition C15H23N2O6SSeV.

The geometry in XYZ format:
```
49
Properties=species:S:1:pos:R:3:forces:R:3:lowdin_spin:R:1
Se -2.935009 0.660704 -1.089298 0.0057 -0.0500 -0.0638 0.050
V -0.418821 0.698621 -1.076624 0.0429 -0.2189 -0.2015 2.801
S 1.731052 2.390607 -0.555132 -0.3326 0.1030 0.1369 0.005
O 0.388576 2.499083 0.058041 0.2558 0.1174 -0.0542 0.025
O -0.106113 -0.502832 0.635664 -0.1851 -0.1256 0.0509 0.041
O -0.267292 -0.816576 -2.634580 -0.0261 0.1621 0.1931 0.027
O 1.671779 1.279970 -1.523067 0.1013 -0.0870 -0.1621 0.026
O -1.094439 -2.622805 -0.776311 -0.0634 -0.0796 -0.1181 0.002
O 2.294377 3.612424 -1.062384 0.0286 0.0160 0.0139 0.000
N -1.912058 -0.397689 2.006059 0.0633 -0.0229 -0.0097 -0.002
N -2.047884 -1.093296 -3.969534 -0.1704 -0.0649 -0.0488 -0.001
C -1.563541 0.962118 2.388996 -0.0339 0.0390 -0.0030 0.001
C 5.491124 0.494604 3.810291 0.0156 -0.0207 0.0320 0.000
C 3.269146 1.394423 3.040535 -0.0941 0.0462 -0.0591 0.000
C -1.237689 -0.927877 0.967254 0.1690 0.1891 -0.0953 0.003
C 2.821143 1.834014 0.727395 -0.1005 0.0190 0.1004 0.001
C -1.847391 -2.507164 -1.958821 -0.0201 0.1228 0.0490 0.002
C 4.095921 1.398039 0.397463 0.0188 -0.0207 -0.0358 0.000
C -3.306319 -0.738823 2.213385 -0.1440 -0.0876 0.0865 0.002
C -3.421648 -1.529766 -4.156775 0.0130 0.0123 0.2335 0.002
C -1.690440 0.145123 -4.645522 0.1092 0.0631 -0.0739 0.001
C -1.363146 -1.362942 -2.842812 0.0657 0.0395 0.0068 0.005
C -1.759209 -2.240185 0.398801 -0.0021 -0.0119 0.0779 0.001
C 4.947835 0.959057 1.394879 0.0009 0.0028 0.0447 0.000
C 4.547930 0.952643 2.730864 0.0584 -0.0161 -0.0401 0.000
C 2.403940 1.834816 2.045615 0.1339 -0.0366 0.1025 0.000
H -2.082762 1.661713 1.724063 0.0048 0.0053 0.0144 0.001
H 1.408231 2.174054 2.288327 -0.0430 0.0114 -0.0323 0.000
H -1.557135 -3.006361 1.160403 -0.0035 -0.0476 -0.0212 0.000
H -3.445450 -1.818613 2.268275 0.0134 0.0378 0.0315 0.000
H -0.496401 1.108055 2.273731 0.0329 -0.0150 0.0046 0.000
H -3.627677 -0.314040 3.163466 0.0254 -0.0015 0.0262 0.000
H 4.409169 1.388284 -0.638398 -0.0214 0.0047 -0.0099 0.000
H -2.899129 -2.332295 -1.732659 -0.0065 -0.0551 -0.0218 0.002
H -2.834525 -2.170028 0.238882 0.0510 0.0235 -0.0044 0.001
H 6.065089 1.332631 4.213382 -0.0047 0.0091 -0.0075 0.000
H -2.371588 0.286238 -5.482082 0.0163 -0.0133 -0.0487 0.000
H -3.916567 -0.323893 1.401334 0.0398 0.0125 -0.0635 0.002
H 4.950284 0.038304 4.639878 -0.0072 0.0041 0.0007 0.000
H -0.665159 0.105499 -5.009599 -0.0099 -0.0205 0.0248 0.000
H -1.856463 1.124908 3.427019 -0.0029 0.0016 -0.0068 0.000
H -3.634648 -1.599181 -5.223016 0.0147 0.0314 -0.0203 0.000
H -1.731547 -3.441054 -2.524785 -0.0022 -0.0004 0.0087 0.000
H -1.794788 0.987923 -3.954159 -0.0648 -0.0440 0.0187 0.001
H 6.203506 -0.236758 3.427511 -0.0012 -0.0001 -0.0059 0.000
H 2.931038 1.388995 4.070775 0.0258 -0.0129 0.0127 0.000
H -4.105816 -0.825074 -3.671664 0.0111 0.0161 -0.0044 0.001
H -3.578687 -2.511784 -3.718305 0.0186 -0.0339 -0.0677 0.000
H 5.939177 0.606162 1.133239 0.0036 -0.0029 0.0092 0.000
```
Positions in Å, forces in eV/Å.

Net charge   -1
Calculated total energy   -4890.08023 Ha
Frontier orbital gap (spin up / spin down)   5.202 / 5.780 eV
LUMO (spin up / spin down)   2.724 / 2.724 eV
HOMO energy (spin up / spin down)   -0.0910 / -0.1123 hartree
2S+1   4

***

# 3
ORCA calculation (the ωB97M-V functional and the def2-TZVPD basis) on an isolated molecule of C15H23N3O.

The geometry in XYZ format:
```
42
Properties=species:S:1:pos:R:3:forces:R:3:nbo_charge:R:1
O 0.879962 -0.064603 -3.015936 0.1590 0.0239 -0.3113 -0.640
N -2.226657 0.774877 0.500645 0.0110 -0.4173 0.3079 -0.500
N -0.000205 -1.250020 -1.260990 0.2312 -0.1416 0.1679 -0.438
N -0.976385 -1.090293 -0.282032 -0.4281 0.0995 -0.1889 -0.226
C -0.410557 2.928258 -2.805521 0.0816 -0.0319 -0.0922 -0.659
C -1.088168 -1.944511 0.877503 0.1529 -0.2067 0.5448 -0.038
C 0.143831 -0.128393 -2.047993 0.1214 -0.0304 0.0350 0.629
C -1.036176 2.183674 -1.674076 -0.1322 -0.1597 0.2442 0.136
C -0.089472 -1.579195 1.993233 -0.0435 -0.1250 -0.1771 -0.410
C 3.343978 -0.119338 0.785904 -0.1879 0.0387 -0.1085 -0.389
C 3.593921 -0.809313 -0.550901 0.0460 0.1115 0.2068 -0.614
C -1.005951 -3.413173 0.469919 -0.1218 0.2843 0.0118 -0.623
C -0.733727 0.848992 -1.420858 -0.3237 -0.0398 0.4836 -0.283
C 1.877387 -0.147669 1.218658 0.2885 -0.1857 0.0884 -0.390
C -2.509171 2.048161 0.252190 0.0653 -0.0161 -0.0196 0.274
C -1.363858 0.207113 -0.332570 0.1107 0.5017 -0.7255 0.416
C -3.483046 2.702222 1.181901 -0.0071 0.0079 -0.0060 -0.646
C 1.387444 -1.550460 1.578625 -0.1439 0.2608 0.0490 -0.409
C -1.947239 2.770485 -0.804069 0.1428 -0.0291 -0.1813 -0.324
H -1.660384 -3.607892 -0.376913 -0.0523 -0.0636 -0.0710 0.221
H 0.259965 2.274228 -3.355668 0.0443 0.0504 -0.0805 0.255
H 1.996536 -1.919232 2.407173 0.0541 -0.0572 -0.0395 0.206
H 3.419221 -1.880327 -0.480466 -0.0180 -0.1387 -0.0639 0.192
H 3.958753 -0.586953 1.559488 0.0494 0.0675 0.0674 0.190
H 4.625931 -0.661052 -0.860458 0.0903 -0.0487 -0.0930 0.210
H -1.324842 -4.037639 1.299658 0.0201 -0.0642 0.0678 0.226
H -0.368053 -0.598941 2.384172 -0.0465 0.0072 0.0892 0.217
H -1.179478 3.304722 -3.478841 -0.0239 0.0414 -0.0450 0.227
H 0.009188 -3.701273 0.207025 0.1241 -0.0775 -0.0346 0.202
H 1.553215 -2.220912 0.736229 0.0912 -0.1226 -0.0058 0.193
H 3.655840 0.924191 0.703085 0.0744 0.0029 0.0672 0.201
H -4.356103 3.046695 0.630216 -0.0803 0.0643 0.0043 0.224
H 0.310346 -2.172450 -1.517697 -0.1211 0.0548 -0.0666 0.418
H -0.234607 -2.306264 2.794158 -0.0736 0.0148 0.0779 0.209
H 2.945676 -0.402081 -1.323164 -0.0703 0.0105 -0.1489 0.220
H -3.025598 3.565500 1.662159 -0.0187 0.0847 0.0473 0.223
H 1.755884 0.496421 2.093850 -0.0921 0.0265 0.0031 0.199
H -2.094676 -1.737260 1.260355 0.1556 -0.0526 -0.1088 0.235
H 0.150114 3.782735 -2.428510 0.0259 0.0586 -0.0027 0.227
H 1.270241 0.274512 0.417666 -0.0937 0.0716 -0.0118 0.196
H -2.226976 3.804710 -0.938103 -0.0369 0.1249 -0.0137 0.213
H -3.796104 1.991750 1.940955 -0.0244 0.0001 0.0326 0.232
```
Positions in Å, forces in eV/Å.

Calculated total energy   -824.90032 Ha
Frontier orbital gap   8.715 eV
LUMO   0.809 eV
HOMO energy   -0.2905 hartree
SMILES string   CCCCC[C@H](C)n1[nH]c(=O)c2c(C)cc(C)nc21

***

# 4
ORCA calculation (the ωB97M-V functional and the def2-TZVPD basis) on a cluster of 2 separate species, C15H23N3O4 in total in a non-equilibrium geometry.

The geometry in XYZ format:
```
45
Properties=species:S:1:pos:R:3:forces:R:3:nbo_charge:R:1
O -5.554413 -3.239946 -0.278251 -3.8740 0.5602 -0.2632 -0.708
O 0.793807 -0.580106 -1.426581 1.3141 0.0043 1.1348 -0.644
O 0.350033 3.370334 0.173506 -7.6434 0.2197 -1.5258 -0.608
O -1.996921 4.208652 -0.034630 3.1613 0.9415 0.2199 -0.728
N -0.743927 0.860573 -1.121667 1.6732 -0.3279 -4.4308 -0.635
N 0.891620 -0.501676 1.542327 -0.6436 -2.3887 5.6547 -0.859
N 5.430312 -2.801424 -0.261101 3.3272 0.3289 -2.2703 -0.830
C -2.302235 1.338452 0.478870 -1.5772 -0.1861 -0.7429 -0.408
C -3.115104 0.075001 0.332249 1.1310 -0.4019 -0.6580 -0.032
C -1.518660 1.919535 -0.712397 -2.1558 1.4624 1.1741 -0.142
C 3.944465 -0.874685 0.217029 -0.7065 -1.3837 1.7196 -0.440
C -5.063712 -0.815273 -0.582997 -0.1513 0.3859 -1.0868 -0.302
C 0.420659 0.302976 -0.651272 -1.1671 -1.9777 -1.9106 0.698
C -0.930342 3.227188 -0.126498 4.9738 2.1898 0.4870 0.814
C -4.246154 0.304294 -0.412065 -0.5375 -1.4914 0.2380 -0.208
C -4.724184 -2.111827 -0.228994 -1.7883 -0.4413 0.6516 0.304
C -3.535961 -2.355714 0.458236 -0.3225 1.2775 -0.4774 -0.255
C -2.770422 -1.303255 0.782624 2.1194 4.9584 1.9437 -0.171
C 2.487501 1.096396 0.330195 -2.1361 1.1216 2.2472 -0.420
C 3.393262 0.286009 -0.389757 3.1610 3.3603 -4.2050 -0.384
C 5.153843 -1.353505 -0.447653 3.0742 1.6137 -3.5377 -0.188
C 1.104909 0.638965 0.677206 -1.7625 -0.8358 -2.0149 -0.171
H -3.167893 -3.258260 0.806384 -0.2022 -2.0486 0.4412 0.230
H 2.348458 2.098298 -0.129711 0.5597 -0.3721 1.0372 0.245
H -1.935764 -1.328515 1.651145 -1.6360 -0.3020 -2.6618 0.236
H 4.569636 -3.250411 -0.357512 -1.6415 -0.9829 -0.1573 0.350
H -4.683712 1.242240 -0.881183 1.3296 -0.9058 1.0238 0.219
H 5.196035 -0.877253 -1.605920 -0.5841 -1.9564 2.3111 0.149
H 4.226839 -0.611452 1.195984 0.2678 0.0503 1.7728 0.196
H -1.513042 1.202735 1.107355 1.8597 -0.4637 2.6135 0.203
H -2.103840 2.248994 -1.584197 -0.2597 -0.1155 0.5229 0.233
H -0.870165 0.619024 -2.204705 0.6288 0.4087 3.4711 0.426
H -5.866458 -0.413772 -1.157947 -1.5132 -1.4246 -0.2981 0.217
H -6.655112 -3.105637 -0.220264 4.8948 0.2124 -0.3992 0.497
H 3.069460 -1.522956 0.329832 0.4966 -0.8724 -0.3096 0.197
H 2.755230 0.902614 1.354609 1.5028 2.0091 1.1087 0.219
H 5.962378 -0.606077 -0.077240 -0.6401 -1.8992 -0.0450 0.185
H -1.719869 5.230020 0.125733 -0.1896 -3.8320 -0.3417 0.521
H -2.987506 2.056260 0.831277 -0.5484 1.1332 0.8797 0.219
H 4.186506 1.101025 -0.779946 -0.7578 -1.9463 1.0818 0.181
H 6.083834 -3.294115 -1.057366 -2.0534 2.1059 2.5648 0.363
H 3.034021 -0.030497 -1.309877 -1.1065 -0.4309 -1.9748 0.230
H 1.541537 -1.437771 1.652682 -1.8046 3.8518 -0.6245 0.417
H 0.597144 1.534753 1.009280 0.0418 -0.3458 0.8264 0.247
H 0.463889 -0.190204 2.983190 1.8864 -0.8631 -5.1904 0.335
```
Positions in Å, forces in eV/Å.

Calculated total energy   -1050.27193 Ha
Frontier orbital gap   8.525 eV
LUMO   0.153 eV
HOMO energy   -0.3077 hartree